(1)
A structure of composition C2HBr4F in a non-equilibrium geometry, computed with ωB97M-V with the def2-TZVPD basis set.

Properties
Energy above the lowest of the compared OMol25 structures with the same formula, charge and spin = 0.0 kJ/mol
E_HOMO = -10.47 eV
Charge = 0

CARTESIAN COORDINATES (ANGSTROEM)
C1 -0.351 -0.352 0.480
C2 0.427 0.300 -0.591
F1 -1.736 -0.423 0.219
Br1 -0.150 0.628 2.156
Br2 -0.271 1.968 -0.924
Br3 2.274 0.233 -0.050
Br4 -0.167 -0.974 -2.118
H1 -0.028 -1.378 0.827

=====

(2)
The ion C4H9NO2 with charge -2 in a non-equilibrium geometry, computed with ωB97M-V with the def2-TZVPD basis set.

Properties
Energy above the lowest of the compared OMol25 structures with the same formula, charge and spin = 21.3 kJ/mol
Structure (SMILES) = [O-]CCCNC[O-]
E_HOMO = 0.50 eV
Charge = -2

CARTESIAN COORDINATES (ANGSTROEM)
O1 -3.603 0.170 0.332
C1 -2.425 -0.168 -0.213
C2 -1.167 0.360 0.482
C3 0.128 0.073 -0.279
N1 1.309 0.510 0.493
C4 2.590 0.014 -0.103
O2 3.697 0.191 0.583
H1 -2.267 -1.287 -0.322
H2 -2.364 0.025 -1.325
H3 -1.257 1.405 0.787
H4 -1.133 -0.119 1.475
H5 0.247 -0.961 -0.622
H6 0.053 0.738 -1.149
H7 1.235 -0.073 1.321
H8 2.375 -1.141 -0.261
H9 2.583 0.262 -1.200

=====

(3)
A cluster of 6 separate species, C26H51N3O17P2 in total in a non-equilibrium geometry, computed with ωB97M-V with the def2-TZVPD basis set.

Properties
Structure (SMILES) = CCCC[C@](C#N)(P(C)CC)[C@](N)(C#N)P(O)O.COC(=O)OC.COC(=O)OC.COC(=O)OC.COC(=O)OC.COC(=O)OC
E_HOMO = -8.42 eV
Charge = 0

CARTESIAN COORDINATES (ANGSTROEM)
C1 -2.913 1.681 2.981
C2 -1.372 1.392 2.617
C3 -1.034 1.511 1.031
C4 -1.923 0.579 0.079
C5 -1.182 -0.700 -0.559
C6 0.302 -0.363 -1.137
N1 1.366 0.206 -1.304
P1 -2.197 -1.115 -2.158
C7 -3.827 -1.990 -1.720
C8 -1.189 -2.331 -3.270
C9 -1.882 -3.814 -3.229
C10 -1.016 -1.924 0.463
N2 0.017 -1.473 1.495
C11 -0.421 -3.276 -0.159
N3 0.147 -4.215 -0.687
P2 -2.573 -2.393 1.454
O1 -2.894 -4.074 1.352
O2 -2.548 -1.805 3.067
H1 -3.301 2.583 2.360
H2 -3.111 1.853 4.101
H3 -3.506 0.723 2.700
H4 -1.022 0.364 3.029
H5 -0.665 2.160 3.130
H6 -1.263 2.611 0.728
H7 0.098 1.393 0.937
H8 -2.918 0.299 0.607
H9 -2.251 1.238 -0.820
H10 -4.389 -1.266 -1.005
H11 -3.709 -2.972 -1.145
H12 -4.493 -2.080 -2.654
H13 -0.103 -2.447 -2.909
H14 -1.198 -2.005 -4.376
H15 -1.182 -4.635 -3.645
H16 -2.145 -4.147 -2.157
H17 -2.888 -3.795 -3.808
H18 0.976 -1.712 1.154
H19 -0.072 -2.028 2.364
H20 -3.673 -4.342 1.889
H21 -2.147 -2.537 3.614
C12 1.646 -6.503 -0.954
O3 2.443 -6.931 -2.062
C13 2.831 -8.216 -2.001
O4 2.565 -8.997 -1.117
O5 3.567 -8.482 -3.096
C14 4.050 -9.822 -3.165
H22 1.389 -5.450 -1.108
H23 0.718 -7.079 -0.902
H24 2.207 -6.589 -0.020
H25 3.219 -10.530 -3.200
H26 4.707 -10.039 -2.319
H27 4.628 -9.922 -4.085
C15 -8.758 -2.649 -2.771
O6 -9.391 -2.211 -1.570
C16 -8.572 -2.152 -0.505
O7 -7.396 -2.431 -0.498
O8 -9.290 -1.728 0.550
C17 -8.543 -1.617 1.760
H28 -9.511 -2.658 -3.561
H29 -7.962 -1.960 -3.061
H30 -8.368 -3.663 -2.654
H31 -7.738 -0.887 1.650
H32 -8.145 -2.590 2.058
H33 -9.221 -1.269 2.540
C18 6.149 3.899 -5.159
O9 5.463 2.653 -5.060
C19 5.110 2.315 -3.806
O10 5.325 2.967 -2.810
O11 4.479 1.130 -3.858
C20 4.037 0.636 -2.591
H34 6.384 4.069 -6.210
H35 5.514 4.718 -4.811
H36 7.085 3.870 -4.596
H37 3.316 1.319 -2.141
H38 4.888 0.475 -1.924
H39 3.545 -0.323 -2.759
C21 6.808 5.188 -1.349
O12 6.350 6.337 -0.635
C22 5.676 6.051 0.491
O13 5.444 4.944 0.917
O14 5.300 7.211 1.061
C23 4.566 7.046 2.272
H40 7.337 5.535 -2.238
H41 7.503 4.606 -0.739
H42 5.964 4.570 -1.670
H43 5.174 6.538 3.025
H44 3.640 6.498 2.088
H45 4.311 8.038 2.649
C24 -0.537 7.465 6.500
O15 0.251 7.030 5.394
C25 0.637 5.742 5.464
O16 0.373 4.970 6.355
O17 1.367 5.466 4.369
C26 1.848 4.124 4.307
H46 -0.790 8.514 6.338
H47 -1.466 6.891 6.561
H48 0.028 7.386 7.432
H49 1.014 3.418 4.280
H50 2.508 3.911 5.151
H51 2.421 4.014 3.385

=====

Number 1: gap between HOMO and LUMO 9.791 eV. Number 2: gap between HOMO and LUMO 6.616 eV. Number 3: gap between HOMO and LUMO 7.979 eV.